{"formula": "C66H141N7O8", "method": "ωB97M-V/def2-TZVPD", "relative_energy_kcal_mol": 18.8, "e_tot_ha": -3584.190610, "homo_ev": -8.0, "smiles": "CC1(C)CCCC(C)(C)N1O.CC1(C)CCCC(C)(C)N1O.CC1(C)CCCC(C)(C)N1O.CC1(C)CCCC(C)(C)N1O.CC1(C)CCCC(C)(C)N1O.CC1(C)CCCC(C)(C)N1O.CC1(C)CCCC(C)(C)N1O.CC(C)O", "symbols": ["C", "C", "C", "O", "H", "H", "H", "H", "H", "H", "H", "H", "C", "C", "C", "C", "C", "C", "N", "O", "C", "C", "C", "H", "H", "H", "H", "H", "H", "H", "H", "H", "H", "H", "H", "H", "H", "H", "H", "H", "H", "H", "C", "C", "C", "C", "C", "C", "N", "O", "C", "C", "C", "H", "H", "H", "H", "H", "H", "H", "H", "H", "H", "H", "H", "H", "H", "H", "H", "H", "H", "H", "C", "C", "C", "C", "C", "C", "N", "O", "C", "C", "C", "H", "H", "H", "H", "H", "H", "H", "H", "H", "H", "H", "H", "H", "H", "H", "H", "H", "H", "H", "C", "C", "C", "C", "C", "C", "N", "O", "C", "C", "C", "H", "H", "H", "H", "H", "H", "H", "H", "H", "H", "H", "H", "H", "H", "H", "H", "H", "H", "H", "C", "C", "C", "C", "C", "C", "N", "O", "C", "C", "C", "H", "H", "H", "H", "H", "H", "H", "H", "H", "H", "H", "H", "H", "H", "H", "H", "H", "H", "H", "C", "C", "C", "C", "C", "C", "N", "O", "C", "C", "C", "H", "H", "H", "H", "H", "H", "H", "H", "H", "H", "H", "H", "H", "H", "H", "H", "H", "H", "H", "C", "C", "C", "C", "C", "C", "N", "O", "C", "C", "C", "H", "H", "H", "H", "H", "H", "H", "H", "H", "H", "H", "H", "H", "H", "H", "H", "H", "H", "H"], "coordinates": [[-0.25996, 4.38414, 5.71010], [-0.25809, 4.87105, 4.25691], [1.01986, 4.40562, 3.56234], [-1.40267, 4.50446, 3.51981], [0.67142, 4.82442, 6.09622], [-0.00280, 3.33018, 5.83784], [-1.08635, 4.73340, 6.32006], [-0.21963, 5.96290, 4.25166], [1.01095, 4.61987, 2.49008], [1.18236, 3.32962, 3.66330], [1.93168, 4.89041, 3.91881], [-1.31206, 3.66511, 3.05923], [-3.49745, -1.71884, -1.80062], [-3.70079, -0.42719, -2.62046], [-2.67566, -0.37198, -3.74999], [-2.94661, -1.43237, -4.83521], [-4.33666, -1.19377, -5.39732], [-5.50267, -1.02865, -4.39744], [-5.04653, -0.33834, -3.20834], [-6.02938, -0.08587, -2.23359], [-6.64396, -0.25878, -5.07492], [-5.95516, -2.47703, -4.10439], [-3.47444, 0.79276, -1.74640], [-3.59196, -2.63512, -2.37200], [-4.19229, -1.76470, -0.95275], [-2.57106, -1.67378, -1.21614], [-2.59683, 0.62471, -4.18268], [-1.71249, -0.68181, -3.33097], [-2.83007, -2.44476, -4.44715], [-2.20729, -1.32189, -5.62998], [-4.51591, -2.04998, -6.05545], [-4.33903, -0.36813, -6.11898], [-7.42855, 0.01901, -4.37064], [-6.17587, 0.62976, -5.50670], [-7.14893, -0.76444, -5.89826], [-5.26261, -3.08388, -3.52740], [-6.93245, -2.45971, -3.60299], [-6.22866, -3.06292, -4.98756], [-4.13680, 0.89667, -0.88472], [-3.70445, 1.72290, -2.27484], [-2.42683, 0.82518, -1.44038], [-6.42751, 0.74820, -2.50966], [3.71502, -4.69769, 5.26149], [3.76357, -5.37356, 3.87436], [5.18046, -5.91857, 3.72194], [5.29558, -7.00438, 2.63376], [4.20432, -8.06170, 2.89017], [2.78876, -7.49992, 2.87041], [2.74518, -6.43642, 3.87852], [1.46273, -5.82188, 3.93887], [2.35322, -7.07092, 1.47028], [1.92949, -8.68158, 3.36174], [3.54561, -4.29237, 2.79698], [4.55265, -4.06344, 5.55308], [3.59409, -5.48795, 6.00908], [2.84298, -4.05631, 5.42778], [5.85536, -5.13819, 3.36560], [5.52445, -6.35588, 4.66066], [6.29110, -7.44982, 2.63444], [5.16461, -6.61304, 1.62020], [4.49331, -8.52627, 3.83206], [4.30957, -8.75015, 2.04636], [3.15721, -6.61199, 0.89345], [1.95402, -7.89069, 0.87012], [1.53330, -6.34953, 1.49292], [2.33950, -9.32429, 4.14069], [0.95971, -8.40082, 3.79405], [1.60139, -9.30483, 2.52632], [4.15339, -3.42550, 3.04879], [2.49650, -4.00368, 2.72523], [3.79254, -4.69051, 1.81164], [1.16364, -6.08714, 4.81510], [0.95928, -1.20580, 3.04885], [0.10763, -0.99333, 1.77011], [-1.05400, -0.02949, 2.07718], [-0.65583, 1.45991, 2.05725], [0.09152, 1.81264, 0.77556], [1.30695, 0.89266, 0.55504], [0.87609, -0.50770, 0.61858], [1.87715, -1.37800, 0.18268], [1.74691, 1.18953, -0.90385], [2.45345, 1.29309, 1.47466], [-0.51431, -2.33913, 1.36681], [0.88653, -0.30533, 3.66234], [1.99348, -1.31602, 2.72513], [0.56971, -2.05676, 3.60358], [-1.90965, -0.22779, 1.42784], [-1.39047, -0.23269, 3.09651], [-0.00688, 1.61189, 2.92315], [-1.57646, 2.02999, 2.19526], [0.32327, 2.85980, 0.57108], [-0.62919, 1.62304, -0.03161], [0.97808, 1.02484, -1.66145], [2.07306, 2.22517, -0.99181], [2.56289, 0.49864, -1.12586], [2.14476, 1.18814, 2.51413], [3.31460, 0.63663, 1.30982], [2.85208, 2.28129, 1.24450], [-1.35025, -2.66694, 1.98479], [0.26448, -3.10504, 1.44434], [-0.82731, -2.37516, 0.32057], [1.55948, -1.76463, -0.64085], [2.82817, 1.21655, -5.03080], [2.79318, 2.72582, -5.05034], [3.56839, 3.27480, -3.82985], [4.20070, 4.67449, -3.92468], [4.92039, 4.77756, -5.27149], [4.08022, 4.44450, -6.49512], [3.45717, 3.14128, -6.30636], [2.79553, 2.71836, -7.47838], [3.06192, 5.57953, -6.73286], [5.05553, 4.33305, -7.67751], [1.33343, 3.21002, -5.01898], [2.39490, 0.84650, -4.09843], [3.80342, 0.74783, -5.18417], [2.25815, 0.78534, -5.86081], [2.87236, 3.33959, -2.99013], [4.34007, 2.54388, -3.57809], [4.95957, 4.76124, -3.14902], [3.39982, 5.40708, -3.81131], [5.76380, 4.08713, -5.13470], [5.44388, 5.73291, -5.36843], [2.42115, 5.69946, -5.85858], [3.52650, 6.53267, -6.97874], [2.39322, 5.27024, -7.53946], [5.53645, 3.35430, -7.59303], [4.51519, 4.31948, -8.62414], [5.86185, 5.06419, -7.69327], [1.15788, 4.25981, -4.79568], [0.84555, 2.64770, -4.21049], [0.77396, 2.89017, -5.89873], [3.21025, 1.87118, -7.67692], [-6.45729, 2.14359, 5.08500], [-6.50887, 0.62516, 5.40705], [-7.83662, 0.01731, 4.90940], [-7.79113, -0.28818, 3.41165], [-6.69603, -1.27925, 3.15472], [-5.33353, -0.69987, 3.53495], [-5.34441, -0.12492, 4.90275], [-4.12336, 0.41920, 5.28662], [-4.28306, -1.78591, 3.47703], [-4.97432, 0.39716, 2.50271], [-6.46269, 0.54461, 6.93593], [-6.89052, 2.30412, 4.09198], [-5.41304, 2.44322, 5.08208], [-7.17301, 2.64194, 5.73451], [-8.27048, -0.77210, 5.52805], [-8.61084, 0.77671, 5.08308], [-7.62621, 0.63227, 2.85418], [-8.73753, -0.72712, 3.08430], [-6.72891, -1.62201, 2.11698], [-6.81431, -2.20785, 3.72690], [-4.31125, -2.26731, 2.49792], [-3.30746, -1.34702, 3.68594], [-4.50601, -2.56673, 4.20877], [-3.97289, 0.80094, 2.67378], [-5.08170, 0.06380, 1.46939], [-5.61971, 1.26247, 2.65492], [-5.54645, 1.05628, 7.24676], [-6.56319, -0.40444, 7.46280], [-7.23175, 1.17675, 7.39451], [-3.66723, -0.27631, 5.77295], [8.77287, -3.87510, 0.38832], [8.67608, -2.92685, -0.81409], [8.63218, -3.76398, -2.10211], [7.32698, -4.51231, -2.27483], [6.24181, -3.43204, -2.31193], [6.16958, -2.45965, -1.13447], [7.52831, -1.99210, -0.78069], [7.56093, -1.24396, 0.41160], [5.33567, -1.21288, -1.51771], [5.45862, -3.13536, 0.04567], [9.92503, -2.04268, -0.80659], [8.72791, -3.33500, 1.33411], [9.66904, -4.49203, 0.35122], [7.90225, -4.53363, 0.36616], [8.76436, -3.12950, -2.98603], [9.50455, -4.42003, -2.19164], [7.08748, -5.22534, -1.48232], [7.19464, -5.07472, -3.20051], [5.28679, -3.97031, -2.34459], [6.27594, -2.87279, -3.25118], [5.90698, -0.67759, -2.27877], [4.38652, -1.53252, -1.94422], [5.22402, -0.61217, -0.61698], [5.52632, -2.56144, 0.96969], [4.40279, -3.30294, -0.17248], [5.91975, -4.10351, 0.25763], [9.81911, -1.22754, -1.53620], [10.81759, -2.56711, -1.14532], [9.96700, -1.46488, 0.11424], [7.45700, -0.32787, 0.13136], [-6.82000, 3.67276, -1.10743], [-5.65111, 4.42331, -0.43130], [-5.37326, 3.59874, 0.83435], [-4.07065, 3.96866, 1.55420], [-2.93369, 3.96427, 0.54251], [-3.16024, 4.73887, -0.75658], [-4.47511, 4.43437, -1.27905], [-4.73354, 5.05996, -2.53192], [-2.94934, 6.26057, -0.43086], [-2.11846, 4.37593, -1.78838], [-6.09400, 5.83246, 0.05170], [-7.71390, 3.71433, -0.48539], [-6.58005, 2.64394, -1.36437], [-7.10484, 4.26494, -1.98456], [-6.23616, 3.49974, 1.49289], [-5.16880, 2.56063, 0.53151], [-3.83807, 3.20665, 2.29816], [-4.19345, 4.95540, 2.00330], [-2.71431, 2.90361, 0.36867], [-2.00509, 4.41929, 0.89663], [-3.21901, 6.88901, -1.28082], [-3.44974, 6.62580, 0.46416], [-1.88017, 6.41550, -0.26218], [-2.23348, 3.32199, -2.06162], [-2.33001, 4.93627, -2.69804], [-1.07762, 4.45900, -1.47686], [-7.15026, 5.76714, 0.32925], [-6.02674, 6.60108, -0.71690], [-5.55504, 6.11922, 0.94895], [-5.12686, 4.33029, -3.02326]], "mulliken_charge": [-1.3749, 0.4884, -1.2752, -0.5153, 0.4373, 0.2901, 0.3303, 0.3331, 0.2448, 0.1993, 0.5281, 0.2548, -1.4446, 2.2161, -1.1513, -0.9041, -1.1708, 1.5271, 0.7284, -0.4083, -1.9779, -1.7712, -1.3879, 0.3505, 0.3024, 0.0157, 0.4414, 0.2041, 0.3416, 0.4539, 0.3848, 0.4039, 0.3793, 0.3895, 0.3969, 0.3033, 0.3507, 0.4563, -0.4155, 0.3578, 0.1010, 0.2530, -2.1369, 2.0621, -1.3243, -0.2185, -1.4278, 1.7189, 0.0303, -0.4187, -1.5982, -1.7843, -1.1888, 0.3787, 0.5392, 0.3134, 0.4465, 0.4037, 0.4876, -0.0981, 0.3825, 0.4681, 0.2289, 0.4834, 0.2586, 0.3602, 0.3775, 0.3766, 0.7350, 0.0505, -0.2463, 0.3477, -1.8513, 2.6593, -2.0367, 2.0575, -0.2477, 2.5274, 0.7760, -0.2583, -2.1707, -1.6581, -1.8124, 0.3297, 0.1330, 0.5578, 0.0828, 0.4070, 0.2481, -1.9034, 0.7984, -1.0691, 0.2419, 0.4203, -0.0016, 0.3053, 0.0854, 0.3753, 0.3211, 0.2250, 0.1085, 0.2931, -2.0084, 1.9643, -0.4469, -1.0029, -1.3316, 1.4704, 0.4614, -0.4823, -1.6713, -1.9182, -1.5646, 0.0651, 0.4812, 0.5232, -0.1738, 0.4218, 0.4645, 0.3576, 0.3746, 0.5235, 0.2957, 0.4034, 0.3750, 0.4369, 0.3831, 0.3695, 0.3192, 0.2506, 0.3858, 0.3490, -1.5772, 1.5636, -1.5106, -0.3579, -1.5486, 1.7946, 0.2969, -0.4859, -1.6959, -0.9692, -1.8571, 0.1930, 0.3616, 0.5525, 0.4407, 0.4427, 0.1459, 0.4373, 0.4766, 0.3894, 0.3284, 0.0673, 0.5263, -0.0566, 0.3882, 0.0262, 0.4197, 0.3743, 0.4250, 0.3712, -1.3973, 1.5729, -1.3792, -0.5742, -1.4676, 2.5354, 0.2868, -0.4997, -2.4872, -1.6705, -2.0411, 0.3476, 0.4265, 0.1879, 0.3703, 0.5214, 0.2653, 0.4100, 0.3720, 0.4291, 0.5764, 0.3592, 0.2919, 0.5185, 0.5172, -0.1164, 0.4596, 0.3809, 0.3926, 0.3746, -2.0476, 2.2117, -0.8501, -1.0762, 0.4128, 1.8277, 1.4473, -0.6186, -2.0787, -1.8789, -2.0914, 0.4697, -0.1243, 0.6928, 0.6639, -0.6447, 0.4377, 0.4720, -1.1913, 0.7339, 0.4354, 0.2371, 0.4903, 0.0906, 0.5072, 0.3721, 0.4786, 0.3732, 0.2955, 0.3336]}